1.
ORCA calculation (ωB97M-V/def2-TZVPD) on a molecular structure, CH2O4S2 in a non-equilibrium geometry.

total energy: -1136.342075 Eh
HOMO energy: -9.66 eV
energy above the lowest of the compared OMol25 structures with the same formula, charge and spin: 156.4 kcal per mole

```
9
CH2O4S2 ωB97M-V/def2-TZVPD
C -1.028 -1.176 -0.148
O 0.562 1.567 -1.710
O 0.632 1.970 1.371
O -0.681 -1.158 1.299
O 1.415 -0.150 0.514
S 0.105 0.999 0.446
S 0.779 -1.572 0.470
H -1.469 -2.139 -0.025
H -0.316 1.660 -2.216
```



2.
ORCA calculation (ωB97M-V/def2-TZVPD) on C5H3F in the gas phase in a non-equilibrium geometry.

2S+1: 3
total energy: -291.828366 Eh
HOMO energy (alpha / beta): -6.03 / -10.06 eV
energy above the lowest of the compared OMol25 structures with the same formula, charge and spin: 29.5 kcal per mole

```
9
C5H3F ωB97M-V/def2-TZVPD
C 1.297 0.321 -0.124
C 4.149 -0.047 -0.057
C 0.108 -0.509 0.075
C 0.157 0.983 0.024
C 2.927 0.109 0.029
F 5.428 -0.134 0.057
H -0.154 -0.967 0.965
H -0.265 -0.950 -0.852
H -0.292 1.865 0.305
```



3.
ORCA calculation (ωB97M-V/def2-TZVPD) on 2 unconnected molecules or ions with the total composition C4H8NO2 in a non-equilibrium geometry.

total energy: -362.033872 Eh
HOMO energy (alpha / beta): -12.65 / -12.61 eV
net charge: +1
energy above the lowest of the compared OMol25 structures with the same formula, charge and spin: 112.7 kcal per mole

```
15
C4H8NO2 ωB97M-V/def2-TZVPD
C 3.490 -0.403 -0.413
C 0.820 0.093 0.082
C -0.055 -0.897 0.142
C -1.543 -0.749 0.361
N 0.509 1.515 0.226
O 4.147 -0.088 0.475
O 0.405 -2.160 -0.006
H 3.451 -0.869 -1.383
H -1.818 -1.157 1.334
H -2.075 -1.307 -0.409
H -1.884 0.284 0.314
H 0.635 2.003 -0.671
H 1.148 1.926 0.916
H -0.464 1.667 0.542
H -0.304 -2.804 0.123
```



4.
ORCA calculation (ωB97M-V/def2-TZVPD) on 12 unconnected molecules or ions with the total composition C17H54N5O11S4 in a non-equilibrium geometry.

total energy: -3373.714263 Eh
HOMO energy: -11.23 eV
net charge: +1

```
91
C17H54N5O11S4 ωB97M-V/def2-TZVPD
S 1.190 -0.493 5.538
C 1.223 0.936 4.995
N 1.256 2.113 4.558
N 1.959 2.139 3.316
C 3.237 2.438 3.104
N 3.511 2.316 1.807
C 2.364 1.939 1.234
N 2.242 1.699 -0.104
S 2.737 2.839 -1.243
S 1.614 0.198 -0.732
N 1.367 1.832 2.136
C -0.046 1.451 1.989
C -0.766 2.191 0.864
C -2.255 1.860 0.979
S -2.485 0.094 0.628
H 3.937 2.722 3.877
H 3.828 2.284 -1.828
H 1.438 -0.523 0.394
H -0.546 1.656 2.934
H -0.081 0.382 1.770
H -0.444 1.803 -0.101
H -0.637 3.272 0.897
H -2.762 2.452 0.219
H -2.648 2.138 1.955
H -3.696 -0.069 0.071
C -0.975 4.103 -2.283
O -2.008 3.174 -1.947
H -0.955 4.874 -1.515
H -0.006 3.594 -2.309
H -1.171 4.568 -3.250
H -2.032 2.494 -2.626
C -0.652 -3.788 0.104
O -0.793 -3.042 -1.104
H -0.516 -4.831 -0.165
H 0.223 -3.458 0.673
H -1.547 -3.696 0.727
H -0.916 -2.119 -0.863
C -0.111 7.608 -3.968
O -0.647 6.537 -4.741
H 0.105 7.221 -2.974
H 0.815 7.984 -4.409
H -0.829 8.426 -3.881
H -0.839 6.878 -5.618
C -4.814 -2.144 -1.909
O -3.783 -1.236 -2.309
H -5.611 -1.571 -1.447
H -5.217 -2.674 -2.774
H -4.431 -2.868 -1.186
H -3.084 -1.756 -2.716
C 1.909 -1.434 -4.683
O 1.141 -1.749 -3.522
H 1.762 -2.244 -5.391
H 1.581 -0.496 -5.139
H 2.972 -1.368 -4.434
H 1.251 -1.043 -2.881
C -8.493 -2.990 0.109
O -7.463 -3.263 -0.839
H -8.032 -2.500 0.963
H -9.249 -2.325 -0.316
H -8.970 -3.913 0.446
H -7.871 -3.697 -1.593
C 3.620 -3.136 0.004
O 2.943 -3.567 1.188
H 3.482 -3.900 -0.752
H 3.199 -2.200 -0.371
H 4.687 -3.012 0.200
H 3.075 -2.899 1.864
C 4.443 2.672 7.252
O 3.643 3.123 6.152
H 5.159 3.456 7.479
H 3.823 2.492 8.131
H 4.986 1.759 6.994
H 3.003 2.437 5.932
C 3.499 -6.701 -0.924
O 2.744 -6.938 0.258
H 3.341 -7.535 -1.602
H 3.163 -5.784 -1.407
H 4.566 -6.627 -0.694
H 2.886 -6.194 0.852
C 2.491 -5.304 -3.968
O 1.566 -4.806 -4.924
H 3.287 -5.817 -4.504
H 2.922 -4.479 -3.389
H 2.004 -6.007 -3.291
H 0.871 -4.354 -4.434
C -2.785 4.696 3.936
O -2.255 3.366 3.954
H -3.230 4.859 2.959
H -3.554 4.815 4.701
H -1.995 5.432 4.097
H -1.864 3.225 4.821
```



5.
ORCA calculation (ωB97M-V/def2-TZVPD) on 2 unconnected molecules or ions with the total composition C2H8NO3 in a non-equilibrium geometry.

total energy: -361.177703 Eh
HOMO energy: -14.00 eV
net charge: +1
energy above the lowest of the compared OMol25 structures with the same formula, charge and spin: 53.6 kcal per mole

```
14
C2H8NO3 ωB97M-V/def2-TZVPD
O 0.445 -0.613 0.517
C -0.225 -0.581 -0.519
O 0.392 -0.855 -1.778
C -1.792 -0.677 -0.287
N -1.932 -0.498 1.225
H 1.397 -1.233 -1.690
H -2.248 0.296 -0.823
H -2.389 -1.607 -0.651
H -1.035 -0.023 1.541
H -2.734 -0.122 1.630
H -1.752 -1.397 1.590
H 3.203 3.477 0.615
H 3.247 2.072 0.972
O 2.655 2.664 0.395
```



6.
ORCA calculation (ωB97M-V/def2-TZVPD) on a molecular structure, C19H19BrCrN4O3S in a non-equilibrium geometry.

2S+1: 4
total energy: -5196.530609 Eh
HOMO energy (alpha / beta): -10.08 / -10.08 eV
net charge: +1

```
48
C19H19BrCrN4O3S ωB97M-V/def2-TZVPD
Cr -2.189 1.134 -0.072
O -2.780 -1.292 3.011
C -1.510 -1.760 3.036
C -1.287 -3.152 3.159
C 0.035 -3.622 3.135
C 1.114 -2.721 3.162
C 0.841 -1.356 3.154
C -0.446 -0.818 2.953
C -0.785 0.649 2.567
O -2.062 0.701 1.923
N 0.171 1.186 1.701
N -0.207 1.316 0.418
C 0.667 1.694 -0.481
C 0.388 1.794 -1.866
Br -1.425 1.534 -2.443
C 1.282 2.173 -2.844
C 2.720 2.343 -2.788
C 3.474 1.583 -1.899
C 4.851 1.782 -1.782
C 5.508 2.754 -2.556
C 4.758 3.466 -3.531
C 3.380 3.260 -3.651
H -2.586 -0.295 2.393
H -2.144 -3.866 3.254
H 0.226 -4.695 3.057
H 2.136 -3.074 3.127
H 1.699 -0.693 3.347
H -0.827 1.306 3.474
H 1.154 1.336 1.907
H 1.690 1.993 -0.228
H 0.839 2.389 -3.823
H 2.983 0.770 -1.349
H 5.407 1.261 -1.016
H 6.549 2.966 -2.370
H 5.227 4.251 -4.129
H 2.830 3.862 -4.411
C -4.232 -3.554 -1.388
C -3.057 -3.306 -0.420
C -2.578 -1.963 -0.471
N -2.135 -0.888 -0.417
H -4.652 -4.563 -1.278
H -3.895 -3.435 -2.418
H -5.058 -2.871 -1.198
H -2.226 -3.968 -0.646
H -3.417 -3.518 0.599
O -2.430 3.219 0.241
S -3.929 3.082 0.148
N -4.071 1.606 -0.294
```